A 9-piece molecular cluster, C17H43FO11 overall in a non-equilibrium geometry. Source: OMol25; level of theory: ωB97M-V with the def2-TZVPD basis set.

Summary:
- Net charge: +1
- Gap between HOMO and LUMO (spin up / spin down): 9.05 / 2.96 eV
- HOMO energy (spin up / spin down): -11.9 / -11.9 eV
- Spin multiplicity: 2

Structure (XYZ):
```
72
C17H43FO11 | OMol25 | ωB97M-V with the def2-TZVPD basis set
C 4.5214 0.4778 1.5802
C 5.9689 0.9415 1.1511
O 6.4526 -0.1664 0.4285
C 5.6832 -1.2062 0.5891
O 5.9314 -2.3866 0.1899
O 4.5253 -0.8103 1.1120
F 6.7476 1.0255 2.2747
H 3.8056 1.1638 1.1272
H 4.4321 0.5388 2.6648
H 5.9334 1.9153 0.6626
C -0.3569 -3.3852 -1.4129
C -1.1345 -2.2342 -2.0329
C -1.6770 -2.8142 -3.3143
O -2.0032 -4.1346 -2.8448
C -1.3743 -4.5216 -1.6208
H -0.1134 -3.4074 -0.3507
H 0.6225 -3.5956 -1.8426
H -0.7348 -1.2553 -2.2975
H -2.0289 -2.1399 -1.4172
H -0.8451 -2.9171 -4.0111
H -2.5108 -2.3248 -3.8176
H -0.7957 -5.4453 -1.6161
H -2.1472 -4.3762 -0.8662
C -4.3901 -0.8127 2.5239
C -5.1914 -0.5661 3.7737
C -4.2691 0.5446 4.3470
O -3.7178 1.3350 3.2472
C -3.7921 0.5265 2.1316
H -4.8180 -1.3763 1.6948
H -3.5644 -1.4399 2.8599
H -5.3001 -1.4273 4.4330
H -6.2187 -0.2666 3.5664
H -3.7054 -0.1708 4.9458
H -4.8126 1.2783 4.9422
H -2.9138 0.3644 1.5067
H -4.5645 0.9986 1.5244
C -2.1880 1.0231 -3.8129
O -0.9883 1.2085 -3.1081
H -1.8148 0.5195 -4.7046
H -2.9121 0.3538 -3.3483
H -2.6025 2.0075 -4.0305
H -1.1409 1.5722 -2.2328
C 0.3105 1.7644 0.4707
O -0.2728 0.5751 0.0244
H 1.2528 1.4954 0.9479
H 0.4247 2.4247 -0.3890
H -0.2921 2.1871 1.2747
H -0.2813 -0.0674 0.7377
C 4.3223 4.5111 -0.8022
O 3.6907 3.3096 -0.2316
H 3.7972 4.8576 -1.6923
H 4.2151 5.3435 -0.1067
H 5.3932 4.3563 -0.9338
H 3.0216 2.9488 -0.8180
C 1.6080 -1.9362 2.0325
O 0.3808 -1.1955 2.0297
H 1.6437 -2.8646 2.6026
H 1.8773 -2.2115 1.0128
H 2.3893 -1.2804 2.4167
H 0.0997 -1.2433 2.9464
C -3.2050 3.2911 -0.1532
O -2.3938 2.3708 -0.8259
H -2.4951 4.1002 0.0187
H -4.1956 3.5782 -0.5058
H -3.5572 2.8783 0.7922
H -1.9603 1.7180 -0.2713
C 2.5989 -1.1396 -2.7684
O 2.3264 0.0341 -2.1200
H 1.8669 -1.3291 -3.5535
H 3.6753 -1.2945 -2.8424
H 2.3642 -1.8787 -2.0023
H 1.3967 0.0823 -1.8856
```

These are the Mulliken partial charges, in e, on atoms 1 to 4: atom 1 (C): 0.15, atom 2 (C): 0.36, atom 3 (O): -0.32, atom 4 (C): 0.59

---

A 3-piece molecular cluster, C17H44N2P2S2 overall in a non-equilibrium geometry. Source: OMol25; level of theory: ωB97M-V with the def2-TZVPD basis set.

Summary:
- Net charge: 0
- Gap between HOMO and LUMO: 8.58 eV
- HOMO energy: -8.1 eV
- SMILES string: CCSCP(S)#P(C)C.CCN(CC)CC.CCN(CC)CC
- Spin multiplicity: 1

Structure (XYZ):
```
67
C17H44N2P2S2 | OMol25 | ωB97M-V with the def2-TZVPD basis set
C 0.2061 -0.9597 0.6443
C -0.7672 -1.2627 -0.5135
S -0.1749 -0.7583 -2.1678
C 1.3786 0.1700 -1.9317
P 2.6751 -0.2925 -3.2214
S 1.5496 -0.6739 -5.0017
P 3.4832 -2.1368 -2.4110
C 2.1112 -3.3591 -2.0915
C 4.3529 -2.9500 -3.8401
H -0.1556 -1.3590 1.5880
H 1.1883 -1.3715 0.4087
H 0.3304 0.1227 0.6735
H -1.6928 -0.7280 -0.2968
H -1.0178 -2.3234 -0.5151
H 1.2032 1.2401 -2.0116
H 1.8448 -0.0198 -0.9659
H 1.1917 -1.9697 -4.8392
H 2.5885 -4.3426 -2.1068
H 1.3382 -3.3225 -2.8566
H 1.6971 -3.2269 -1.0961
H 4.8075 -3.8481 -3.4272
H 3.6062 -3.2412 -4.5801
H 5.0975 -2.2872 -4.2685
C 1.7658 3.7573 -4.0494
C 1.1371 4.2248 -2.7450
N 1.4293 5.6102 -2.4266
C 1.0667 5.9738 -1.0667
C -0.4164 5.9428 -0.6812
C 1.0874 6.5777 -3.4553
C -0.3717 6.6457 -3.9233
H 2.8452 3.9130 -4.0430
H 1.5797 2.6896 -4.1837
H 1.3439 4.2682 -4.9155
H 1.5407 3.6069 -1.9369
H 0.0553 4.0214 -2.7822
H 1.4661 6.9704 -0.8592
H 1.6086 5.3006 -0.3948
H -0.9632 6.7893 -1.0942
H -0.5139 5.9998 0.4052
H -0.9078 5.0242 -1.0038
H 1.7157 6.3778 -4.3269
H 1.4007 7.5666 -3.1110
H -0.8026 5.6548 -4.0735
H -0.4267 7.1718 -4.8786
H -1.0019 7.1896 -3.2214
C -3.5292 -3.9098 6.8890
C -3.4174 -4.2395 5.4078
N -2.8770 -3.1493 4.6157
C -3.0232 -3.3532 3.1846
C -2.2649 -4.5207 2.5430
C -1.5933 -2.6271 5.0528
C -0.4071 -3.5969 5.1270
H -4.1211 -3.0073 7.0454
H -4.0210 -4.7324 7.4103
H -2.5525 -3.7709 7.3542
H -4.4223 -4.4552 5.0352
H -2.8374 -5.1684 5.2954
H -2.7464 -2.4295 2.6670
H -4.0896 -3.4851 2.9773
H -1.2005 -4.3098 2.4452
H -2.6482 -4.6942 1.5347
H -2.3921 -5.4510 3.0970
H -1.7308 -2.1813 6.0411
H -1.3294 -1.7859 4.4062
H -0.6831 -4.5514 5.5772
H 0.3835 -3.1636 5.7432
H 0.0233 -3.7939 4.1461
```

These are the Mulliken partial charges, in e, on atoms 1 to 4: atom 1 (C): -0.93, atom 2 (C): -0.33, atom 3 (S): -0.04, atom 4 (C): -0.34

---

C17H45BeN4O7 as an isolated structure in a non-equilibrium geometry. Source: OMol25; level of theory: ωB97M-V with the def2-TZVPD basis set.

Summary:
- Net charge: +1
- Gap between HOMO and LUMO: 9.18 eV
- HOMO energy: -11.6 eV
- Spin multiplicity: 1

Structure (XYZ):
```
74
C17H45BeN4O7 | OMol25 | ωB97M-V with the def2-TZVPD basis set
Be -0.9102 -0.4890 -0.0878
O -3.4885 -3.8296 -0.5551
C -2.5824 -2.9176 -0.1241
O -2.8086 -2.3387 0.9739
O -1.5371 -2.6910 -0.7830
H -3.9930 -3.8859 0.2718
C 0.5014 4.4254 -0.5893
C 0.7204 2.9233 -0.4211
C 1.6799 2.7210 0.7571
O 2.3018 1.4613 0.7580
C 3.1694 1.3257 1.8623
N -0.6090 2.2351 -0.3548
H -0.0767 4.6177 -1.4932
H 1.3799 5.0711 -0.6549
H 0.0092 4.8534 0.2923
H 1.1573 2.5913 -1.3652
H 1.2107 2.8768 1.7435
H 2.4366 3.5144 0.7787
H 2.6543 1.6984 2.7583
H 4.1111 1.8795 1.8053
H 3.4456 0.3051 2.1224
H -1.2143 2.4918 -1.1303
H -0.9902 2.8200 0.3929
C -5.3816 0.2760 -1.0919
C -3.9084 -0.1595 -1.0870
C -3.2323 0.3670 -2.3253
O -1.9166 -0.2052 -2.3621
C -1.4725 -0.4989 -3.6815
N -3.2120 0.3456 0.0902
H -6.0166 -0.3277 -0.4393
H -5.8837 0.1141 -2.0481
H -5.4629 1.3192 -0.7829
H -3.8292 -1.2425 -1.0325
H -3.0430 1.4442 -2.2053
H -3.8664 0.2642 -3.2048
H -0.5124 -1.0038 -3.7082
H -1.4312 0.4347 -4.2506
H -2.2188 -1.1648 -4.1220
H -3.3415 1.3508 0.1725
H -3.6295 -0.0495 0.9269
C 1.4025 -2.2589 -2.4847
C 2.0992 -1.4924 -1.3606
C 3.5791 -1.2123 -1.5716
O 4.1448 -0.7551 -0.3767
C 5.5175 -0.4923 -0.4633
N 1.3039 -0.1999 -1.2614
H 1.3658 -1.7424 -3.4418
H 0.4627 -2.6900 -2.1451
H 2.0929 -3.1011 -2.6279
H 1.8527 -1.9213 -0.3933
H 3.7398 -0.5012 -2.3939
H 4.0068 -2.1623 -1.9202
H 5.7564 0.3619 -1.1065
H 6.0834 -1.3308 -0.8928
H 6.0254 -0.3575 0.4907
H 1.9450 0.3576 -0.6975
H 1.3221 0.2416 -2.1781
C -0.0980 0.7630 4.4117
C -0.0745 0.1393 3.0155
C 0.1505 -1.3610 2.9956
O 0.2543 -1.7565 1.6410
C 0.7063 -3.1131 1.5511
N -1.2465 0.4845 2.2080
H -0.9772 0.5479 5.0240
H -0.3118 1.8303 4.2710
H 0.8591 0.6261 4.9082
H 0.7522 0.5485 2.4305
H -0.7560 -1.8592 3.3669
H 0.9812 -1.6101 3.6584
H -0.1049 -3.7587 1.8907
H 1.5815 -3.2740 2.1854
H 1.0065 -3.3337 0.5325
H -1.5429 1.4424 2.3813
H -2.0893 0.0171 2.5470
```

These are the Mulliken partial charges, in e, on atoms 1 to 4: atom 1 (Be): 1.37, atom 2 (O): -0.49, atom 3 (C): 0.35, atom 4 (O): -0.65

---

C17H45MgN2O10S6 as an isolated structure in a non-equilibrium geometry. Source: OMol25; level of theory: ωB97M-V with the def2-TZVPD basis set.

Summary:
- Net charge: +1
- Gap between HOMO and LUMO: 8.47 eV
- HOMO energy: -10.7 eV
- Spin multiplicity: 1

Structure (XYZ):
```
81
C17H45MgN2O10S6 | OMol25 | ωB97M-V with the def2-TZVPD basis set
Mg 9.3901 9.6648 35.6106
N 6.6503 8.0968 35.9346
O 6.0128 7.6770 34.9830
O 6.1350 8.2470 37.0504
O 7.8655 8.3915 35.7714
C 5.0749 5.1327 33.1898
C 4.1952 5.1930 32.0335
N 3.5063 5.2634 31.1184
H 5.0262 4.1467 33.6491
H 4.7839 5.8685 33.9368
H 6.0962 5.3399 32.8793
C 7.3103 10.9248 39.0910
S 9.0238 10.9170 38.6445
O 9.0068 10.7345 37.1470
C 9.3643 12.6613 38.8381
H 7.2581 10.8935 40.1768
H 6.8740 10.0585 38.5901
H 6.8507 11.8274 38.6861
H 8.5471 13.1537 38.3094
H 10.3418 12.8436 38.4132
H 9.2413 12.9263 39.8877
C 5.8842 11.5709 33.6488
S 7.2432 11.9813 34.7063
O 8.2738 10.8873 34.5739
C 7.9221 13.2908 33.6777
H 5.4241 10.6762 34.0744
H 6.1454 11.4712 32.5997
H 5.1292 12.3519 33.7810
H 8.3165 12.7766 32.8001
H 8.7445 13.7560 34.2135
H 7.1501 13.9936 33.3781
C 12.2500 9.4664 38.4318
S 11.6574 8.0553 37.5194
O 10.7118 8.5413 36.4462
C 13.1984 7.7414 36.6538
H 12.4357 10.3069 37.7649
H 13.1645 9.1327 38.9214
H 11.5205 9.6949 39.2029
H 13.0533 7.0141 35.8626
H 13.9623 7.4675 37.3788
H 13.5256 8.6861 36.2065
C 11.0362 9.2243 31.5444
S 10.3293 8.0409 32.6642
O 9.9218 8.7827 33.8820
C 8.7926 7.7971 31.8015
H 12.0164 9.5068 31.9319
H 10.4135 10.1131 31.4698
H 11.1935 8.7265 30.5885
H 8.3129 8.7663 31.6722
H 8.1640 7.1412 32.3987
H 8.9685 7.3546 30.8193
C 3.5690 10.8329 38.8790
S 2.7137 11.3979 37.3936
O 3.3165 12.6980 37.0434
C 3.4778 10.2116 36.3080
H 3.0045 11.1178 39.7614
H 4.5417 11.3212 38.8361
H 3.6796 9.7497 38.8510
H 4.5606 10.3288 36.3953
H 3.1540 10.3639 35.2813
H 3.2210 9.1986 36.6179
C 8.2705 7.0033 39.4201
S 9.2801 7.3337 40.8546
O 10.5787 7.8323 40.3253
C 9.5664 5.6222 41.2944
H 7.7492 7.9009 39.0996
H 7.5380 6.2307 39.6631
H 8.9342 6.6063 38.6526
H 10.3432 5.6187 42.0544
H 9.9069 5.0938 40.4028
H 8.6520 5.1590 41.6601
C 2.3551 5.1841 39.4708
C 1.9172 5.9948 38.2702
O 0.8499 6.5517 38.2553
C 2.8636 6.0928 37.1013
H 2.9731 4.3309 39.1921
H 1.4780 4.8551 40.0211
H 2.9461 5.8308 40.1263
H 3.0206 5.1586 36.5563
H 3.8258 6.5377 37.3703
H 2.4214 6.7357 36.3349
```

These are the Mulliken partial charges, in e, on atoms 1 to 4: atom 1 (Mg): 0.59, atom 2 (N): 0.84, atom 3 (O): -0.53, atom 4 (O): -0.50